Here is C36H30CuF4N4O4Sb as an isolated structure from the Open Molecules 2025 dataset. Energies are from ωB97M-V with the def2-TZVPD basis set.

Results
- Energy above the lowest of the compared OMol25 structures with the same formula, charge and spin: 0.7586 eV
- E: -114012.296 eV
- M: 844.0 g/mol
- Frontier orbital gap (spin up / spin down): 8.49 / 6.65 eV
- ⟨S²⟩: 0.75

```
! RIJCOSX wB97M-V def2-TZVPD def2/J DEFGRID3
* xyz 1 2
C 3.412 5.233 3.808
C -2.870 0.606 1.371
H -0.024 -1.554 2.676
H -4.505 0.585 2.839
C 1.925 6.957 2.758
Cu -0.049 0.003 0.316
C 3.057 -1.951 -1.380
C 0.482 7.315 2.433
C -1.090 4.332 -0.236
H 0.424 8.283 1.935
H -2.479 -2.688 0.572
C 0.631 -4.662 0.035
F -5.430 -3.836 -2.591
H -4.798 -3.200 -0.177
C 1.285 2.296 1.763
C -3.887 -2.108 3.685
C -4.183 -3.557 -2.191
H 4.014 4.978 2.939
Sb 0.292 -2.570 -0.433
H 2.529 6.956 1.850
H 3.850 6.107 4.285
H 3.466 4.417 4.523
C -0.102 6.260 1.543
H 2.934 -3.261 -5.007
C -3.149 -3.610 -3.107
O 2.490 0.799 3.109
H 2.407 3.019 3.384
O 1.350 -0.143 1.498
N -1.717 -0.116 1.581
H -4.639 -1.642 4.321
C 1.869 -2.467 -1.888
C 1.121 -6.431 1.585
C -1.946 -1.058 2.496
C -1.617 -2.979 -1.364
N -3.221 -1.097 2.905
C 1.816 -2.936 -3.191
C 2.946 -2.898 -3.990
H 0.716 -7.662 -1.542
C 0.430 2.626 0.676
H 0.987 -4.369 2.127
C 1.735 3.304 2.587
C -1.138 6.563 0.686
C 0.765 -6.929 -0.753
H -1.060 -2.394 3.762
C -3.972 -0.099 2.175
C 0.559 -5.584 -0.999
C 0.431 4.954 1.566
C 1.978 5.576 3.405
H 2.351 7.690 3.441
F 1.226 -8.638 0.789
C 4.120 -2.391 -3.461
C -1.864 -3.312 -2.686
H -4.385 -2.832 3.033
C 0.914 -5.086 1.322
H -3.355 -3.881 -4.130
H 5.133 -1.534 -1.789
F 5.217 -2.358 -4.230
C -1.626 5.595 -0.192
H -1.465 3.582 -0.914
C 1.040 -7.335 0.541
H -1.062 -3.340 -3.406
N 1.401 4.587 2.479
C 4.195 -1.915 -2.163
H 0.345 -5.258 -2.006
H 0.900 -3.336 -3.599
N -0.962 -1.874 2.903
H 3.090 -1.578 -0.364
H -1.572 7.552 0.686
C 1.753 0.900 2.146
C -0.063 3.993 0.656
H -0.096 7.389 3.358
H 1.345 -6.790 2.577
H 1.347 5.587 4.304
C -3.966 -3.224 -0.864
C -2.675 -2.940 -0.463
O 0.066 1.813 -0.223
H -4.697 -0.553 1.490
H -3.177 -2.637 4.315
O -2.964 1.594 0.698
F -2.625 5.925 -1.018
*
```